1.
{
  "formula": "C43H41IN2O3SSbSiTl",
  "method": "the ωB97M-V functional and the def2-TZVPD basis",
  "orbital_gap_ha": 0.31026,
  "energy_ev": -92424.8848,
  "mol_weight_g_mol": 1147.0,
  "homo_energy_ev": -8.357,
  "symbols": ["Tl", "C", "C", "C", "C", "C", "C", "C", "S", "O", "O", "N", "C", "C", "C", "C", "C", "N", "H", "H", "H", "H", "H", "H", "H", "H", "H", "H", "H", "I", "C", "C", "C", "C", "C", "C", "C", "C", "C", "C", "H", "H", "H", "H", "H", "H", "O", "Si", "C", "C", "C", "C", "C", "C", "C", "C", "C", "C", "C", "C", "C", "C", "C", "C", "C", "C", "H", "H", "H", "H", "H", "H", "H", "H", "H", "H", "H", "H", "H", "H", "H", "C", "Sb", "C", "C", "H", "H", "H", "H", "H", "H", "H", "H", "H"],
  "positions_angstrom": [[-0.6078, 1.4853, -0.2631], [-4.7631, -4.2128, 0.8559], [-3.9205, -3.0998, 1.4221], [-4.4664, -2.1607, 2.2959], [-3.6884, -1.1447, 2.8313], [-2.3459, -1.0695, 2.4806], [-1.7798, -1.9945, 1.6138], [-2.5707, -3.0057, 1.0950], [-1.3860, 0.3064, 3.0139], [-1.9406, 0.7791, 4.2551], [-0.0099, -0.0964, 2.9569], [-1.6075, 1.3690, 1.8228], [-2.4775, 2.4503, 1.8160], [-3.4184, 2.8201, 2.8002], [-4.2187, 3.9134, 2.5610], [-4.0969, 4.6417, 1.3772], [-3.1475, 4.2233, 0.4762], [-2.3522, 3.1681, 0.6881], [-5.8221, -3.9551, 0.8702], [-4.6373, -5.1280, 1.4399], [-4.4746, -4.4385, -0.1718], [-5.5152, -2.2280, 2.5632], [-4.1075, -0.4200, 3.5181], [-0.7338, -1.9140, 1.3437], [-2.1303, -3.7233, 0.4125], [-3.4837, 2.2529, 3.7145], [-4.9489, 4.2099, 3.3050], [-4.7199, 5.4999, 1.1679], [-2.9926, 4.7468, -0.4615], [0.2927, 2.6899, -3.0872], [-0.8958, 1.1313, -3.8396], [-0.7292, 0.8708, -5.1673], [-1.5629, -0.0676, -5.8130], [-2.5569, -0.6787, -5.1142], [-2.7385, -0.4287, -3.7315], [-3.7832, -1.0854, -3.0295], [-3.9574, -0.8935, -1.6952], [-3.0554, -0.0662, -0.9864], [-2.0367, 0.5859, -1.6236], [-1.8726, 0.4650, -3.0349], [0.0297, 1.3934, -5.7339], [-1.4157, -0.2743, -6.8655], [-3.2288, -1.3742, -5.6050], [-4.4390, -1.7481, -3.5847], [-4.7558, -1.3972, -1.1624], [-3.1605, 0.0092, 0.0926], [1.3848, 0.5918, -0.2539], [2.3585, -0.6994, -0.2381], [1.4845, -2.2395, -0.8779], [1.9234, -3.5361, -0.5793], [1.3083, -4.6519, -1.1358], [0.2412, -4.4945, -2.0133], [-0.2083, -3.2190, -2.3285], [0.4083, -2.1097, -1.7601], [3.1042, -1.0887, 1.4396], [4.3028, -0.4834, 1.8372], [4.8401, -0.7014, 3.1005], [4.1891, -1.5444, 3.9920], [3.0061, -2.1666, 3.6159], [2.4739, -1.9388, 2.3542], [3.8139, -0.3734, -1.3816], [3.8626, 0.7832, -2.1611], [4.9254, 1.0312, -3.0254], [5.9640, 0.1160, -3.1245], [5.9336, -1.0460, -2.3611], [4.8702, -1.2837, -1.5015], [2.7519, -3.6790, 0.1085], [1.6615, -5.6455, -0.8869], [-0.2345, -5.3643, -2.4505], [-1.0365, -3.0833, -3.0155], [0.0570, -1.1211, -2.0276], [4.8352, 0.1583, 1.1413], [5.7690, -0.2221, 3.3853], [4.6049, -1.7187, 4.9768], [2.4942, -2.8239, 4.3085], [1.5490, -2.4340, 2.0799], [3.0447, 1.4925, -2.0925], [4.9404, 1.9363, -3.6222], [6.7932, 0.3028, -3.7959], [6.7416, -1.7638, -2.4354], [4.8686, -2.1938, -0.9080], [1.1142, 3.2801, 3.1098], [1.1668, 3.4316, 0.9949], [0.9102, 5.5320, 0.7114], [3.2613, 3.3141, 0.6962], [1.8746, 3.9298, 3.5422], [1.3088, 2.2378, 3.3657], [0.1264, 3.5555, 3.4799], [1.6271, 6.0805, 1.3244], [-0.1054, 5.8223, 0.9813], [1.0788, 5.7636, -0.3410], [3.7433, 4.0912, 1.2902], [3.5057, 3.4413, -0.3573], [3.5915, 2.3275, 1.0199]],
  "forces_ev_per_a": [[0.39, -0.18, 0.16], [0.02, 0.03, 0.03], [-0.08, -0.04, 0.00], [-0.01, -0.01, -0.01], [0.10, -0.09, -0.08], [-0.14, -0.05, -0.02], [-0.05, -0.01, 0.05], [0.06, 0.00, -0.06], [-0.04, 0.02, -0.06], [0.03, 0.06, 0.06], [0.10, 0.03, -0.01], [-0.19, 0.49, 0.11], [0.05, -0.27, 0.03], [0.16, -0.13, -0.05], [-0.03, 0.04, 0.03], [-0.06, 0.00, 0.05], [0.21, -0.09, -0.04], [-0.25, 0.21, 0.04], [0.01, 0.00, 0.00], [0.00, 0.03, -0.01], [0.00, 0.01, 0.02], [0.02, 0.00, -0.01], [0.01, -0.02, -0.03], [0.01, 0.00, -0.01], [0.01, 0.00, -0.02], [-0.03, 0.02, 0.00], [0.02, -0.03, -0.01], [0.02, -0.02, 0.01], [-0.01, -0.02, 0.00], [0.05, 0.14, -0.24], [-0.09, 0.03, 0.23], [-0.10, -0.13, -0.10], [0.10, 0.06, -0.03], [-0.06, -0.01, 0.03], [0.01, -0.01, 0.03], [0.01, 0.00, -0.07], [0.01, 0.01, 0.08], [-0.04, -0.10, 0.04], [0.15, 0.12, -0.07], [0.03, -0.07, -0.10], [-0.03, -0.01, 0.01], [-0.01, 0.01, 0.03], [0.02, 0.02, 0.03], [0.04, 0.04, 0.02], [0.04, 0.03, 0.00], [-0.04, 0.02, -0.09], [0.08, -0.19, 0.10], [-0.21, 0.15, -0.03], [-0.04, -0.17, 0.03], [-0.11, 0.04, -0.01], [-0.01, 0.07, -0.01], [0.02, 0.01, 0.04], [0.01, 0.04, 0.07], [0.06, -0.09, -0.03], [0.04, -0.05, 0.16], [-0.07, -0.04, 0.05], [-0.05, -0.03, -0.05], [-0.01, 0.01, -0.03], [0.02, 0.02, -0.03], [0.05, 0.07, -0.01], [0.10, 0.07, -0.14], [0.05, -0.03, -0.04], [-0.03, -0.05, 0.05], [-0.05, 0.00, 0.01], [-0.04, 0.04, 0.02], [0.00, 0.05, -0.01], [-0.03, 0.01, -0.04], [0.00, 0.01, 0.00], [0.01, 0.01, 0.00], [0.01, 0.00, 0.01], [-0.01, 0.04, 0.00], [-0.01, -0.01, 0.01], [-0.01, 0.00, 0.00], [0.00, 0.00, 0.00], [0.01, 0.01, -0.01], [-0.01, 0.04, 0.02], [0.03, -0.01, 0.02], [0.00, -0.02, 0.01], [-0.01, 0.00, 0.01], [-0.01, 0.00, 0.00], [-0.01, 0.03, -0.01], [-0.08, -0.10, -0.03], [-0.09, -0.05, -0.07], [-0.03, 0.00, 0.01], [-0.01, -0.09, -0.04], [-0.02, -0.01, -0.01], [-0.01, 0.05, 0.03], [0.04, -0.01, -0.01], [-0.05, -0.03, -0.04], [0.05, 0.00, -0.01], [-0.01, 0.04, 0.05], [0.00, -0.03, -0.03], [0.01, -0.01, 0.02], [0.01, 0.04, -0.02]]
}

=====

2.
{
  "formula": "C43H41N5P2Ti",
  "method": "the ωB97M-V functional and the def2-TZVPD basis",
  "orbital_gap_ha": 0.23034,
  "energy_ev": -94365.0803,
  "total_charge": 4,
  "mol_weight_g_mol": 737.7,
  "homo_energy_ev": -19.091,
  "symbols": ["Ti", "C", "C", "C", "C", "C", "C", "C", "N", "N", "C", "C", "C", "C", "C", "C", "N", "C", "C", "C", "C", "C", "C", "N", "H", "H", "H", "H", "H", "H", "H", "H", "H", "H", "H", "H", "H", "H", "H", "H", "H", "H", "H", "H", "N", "P", "C", "C", "C", "C", "C", "C", "C", "C", "C", "C", "C", "C", "P", "C", "C", "C", "C", "C", "C", "C", "C", "C", "C", "C", "C", "H", "H", "H", "H", "H", "H", "H", "H", "H", "H", "H", "H", "H", "H", "H", "H", "H", "H", "H", "H", "H"],
  "positions_angstrom": [[-0.5379, -0.4621, 0.3511], [-3.0764, -1.2273, -1.1813], [-3.9817, -0.0859, -0.7892], [-3.4451, 1.0123, 0.0806], [-4.3053, 2.0730, 0.3578], [-3.9312, 3.0738, 1.2272], [-2.6804, 2.9897, 1.8363], [-1.8790, 1.9264, 1.5176], [-2.2218, 0.9459, 0.6427], [-2.1664, -1.7793, -0.1106], [-1.6808, -3.0929, -0.6491], [-0.4734, -3.5322, 0.1045], [-0.0847, -4.8591, 0.1669], [1.0458, -5.1925, 0.8934], [1.7275, -4.1853, 1.5681], [1.2747, -2.8906, 1.4592], [0.2058, -2.5478, 0.7128], [-2.8581, -2.0089, 1.2170], [-2.0828, -1.5947, 2.4542], [-2.5172, -1.9649, 3.7122], [-1.8105, -1.5409, 4.8299], [-0.6750, -0.7531, 4.6697], [-0.2932, -0.4111, 3.3931], [-0.9911, -0.8179, 2.3148], [-2.4222, -0.9512, -2.0125], [-3.7027, -2.0479, -1.5389], [-4.8805, -0.4703, -0.2990], [-4.3502, 0.3549, -1.7192], [-5.2808, 2.0852, -0.1124], [-4.5986, 3.8991, 1.4416], [-2.3346, 3.7321, 2.5424], [-0.9088, 1.8383, 1.9855], [-1.4494, -2.9623, -1.7050], [-2.4898, -3.8229, -0.5803], [-0.6682, -5.6186, -0.3378], [1.3782, -6.2210, 0.9539], [2.5947, -4.3998, 2.1775], [1.7662, -2.0930, 1.9946], [-3.1093, -3.0663, 1.3053], [-3.7992, -1.4610, 1.2243], [-3.4001, -2.5831, 3.8191], [-2.1419, -1.8263, 5.8206], [-0.0987, -0.4095, 5.5175], [0.5831, 0.2004, 3.2060], [1.9012, 1.1750, -0.9859], [2.0168, -0.3437, -0.2682], [3.6365, -0.4677, 0.4464], [3.8807, -0.5632, 1.8179], [5.1848, -0.5843, 2.2844], [6.2428, -0.5019, 1.3872], [6.0064, -0.3834, 0.0224], [4.7067, -0.3653, -0.4559], [1.7712, -1.4910, -1.6305], [0.5168, -1.3504, -2.2230], [0.1738, -1.9792, -3.4058], [1.1160, -2.8263, -3.9856], [2.3463, -3.0376, -3.3737], [2.6844, -2.3723, -2.1976], [0.3816, 1.7981, -0.6811], [0.6328, 3.3200, 0.2067], [1.1245, 3.3088, 1.5188], [1.4692, 4.4940, 2.1364], [1.3309, 5.6992, 1.4466], [0.8613, 5.7156, 0.1432], [0.5035, 4.5277, -0.4844], [-0.4897, 2.0823, -2.2062], [0.0980, 1.7530, -3.4314], [-0.5640, 2.0569, -4.6120], [-1.8053, 2.6786, -4.5738], [-2.3938, 3.0110, -3.3557], [-1.7388, 2.7192, -2.1720], [2.7014, 1.7506, -1.2331], [3.0683, -0.5897, 2.5351], [5.3807, -0.6548, 3.3457], [7.2612, -0.5204, 1.7528], [6.8347, -0.3060, -0.6691], [4.5385, -0.2715, -1.5234], [-0.2243, -0.6389, -1.8013], [-0.7867, -1.8177, -3.8794], [0.8878, -3.3258, -4.9183], [3.0627, -3.7078, -3.8306], [3.6571, -2.5281, -1.7488], [1.2808, 2.3741, 2.0528], [1.8552, 4.4909, 3.1470], [1.6005, 6.6288, 1.9308], [0.7723, 6.6516, -0.3916], [0.1322, 4.5534, -1.5002], [1.0693, 1.2759, -3.4658], [-0.1042, 1.8250, -5.5635], [-2.3110, 2.9248, -5.4986], [-3.3467, 3.5237, -3.3381], [-2.1737, 3.0373, -1.2314]],
  "forces_ev_per_a": [[-0.09, -0.34, 0.59], [0.10, -0.09, 0.09], [-0.07, 0.03, -0.06], [0.02, 0.00, 0.10], [-0.03, -0.07, -0.01], [0.01, 0.07, 0.04], [-0.01, -0.02, 0.00], [-0.04, -0.06, 0.01], [0.01, 0.13, -0.13], [0.01, -0.07, -0.06], [-0.10, 0.11, 0.05], [-0.01, -0.02, 0.01], [-0.01, 0.00, 0.02], [0.03, -0.02, 0.01], [0.00, 0.01, 0.01], [-0.05, 0.02, 0.01], [0.08, 0.00, -0.12], [0.04, 0.11, -0.03], [0.06, 0.08, -0.03], [-0.03, -0.07, -0.01], [-0.02, -0.01, 0.02], [0.04, 0.03, -0.01], [-0.07, -0.07, 0.02], [0.05, 0.09, 0.14], [-0.01, 0.07, 0.00], [0.00, 0.01, -0.03], [-0.01, 0.01, -0.01], [0.00, 0.00, 0.00], [0.00, 0.01, 0.01], [0.00, -0.01, 0.00], [-0.01, 0.01, -0.01], [0.02, 0.01, 0.00], [0.03, -0.01, -0.01], [0.02, -0.03, -0.01], [0.01, 0.01, 0.00], [-0.01, 0.00, 0.00], [-0.01, -0.01, 0.00], [0.04, 0.01, -0.01], [-0.04, 0.00, -0.02], [0.00, 0.01, -0.04], [0.01, 0.00, 0.01], [0.00, 0.00, 0.00], [-0.01, -0.01, 0.01], [0.00, 0.01, 0.01], [0.15, 0.14, 0.16], [-0.31, 0.03, -0.20], [0.07, -0.08, 0.04], [0.01, 0.10, 0.02], [-0.02, 0.01, -0.01], [0.04, 0.00, -0.02], [-0.03, 0.00, 0.01], [0.04, -0.05, 0.03], [0.15, -0.03, -0.14], [-0.24, 0.19, 0.04], [0.16, -0.22, 0.08], [-0.04, -0.03, -0.02], [0.01, 0.01, 0.03], [-0.01, -0.02, 0.00], [0.12, -0.32, 0.07], [-0.16, 0.16, -0.05], [0.14, -0.03, -0.02], [-0.02, 0.03, -0.01], [0.01, 0.02, 0.03], [-0.04, -0.05, -0.02], [-0.10, 0.07, 0.10], [-0.01, 0.20, -0.07], [-0.05, -0.06, -0.01], [0.01, -0.02, 0.02], [-0.04, 0.01, -0.02], [0.03, -0.03, 0.00], [-0.02, 0.03, -0.04], [0.00, -0.07, -0.16], [-0.02, -0.01, -0.01], [-0.01, 0.00, 0.00], [-0.01, 0.00, 0.01], [0.00, 0.00, 0.00], [-0.02, 0.00, 0.01], [0.16, 0.12, -0.40], [0.00, 0.01, -0.01], [0.00, 0.01, 0.00], [-0.01, 0.00, 0.00], [-0.01, 0.01, 0.00], [-0.01, -0.02, -0.04], [0.00, 0.00, 0.00], [0.01, -0.01, 0.01], [0.00, 0.00, 0.00], [0.03, -0.01, -0.01], [0.01, 0.02, 0.00], [0.00, 0.00, 0.00], [0.00, 0.00, 0.00], [0.01, 0.00, 0.00], [0.03, 0.00, 0.02]]
}